1.
This record from the OMol25 dataset describes a molecular structure, C36H43BrN4O2Re in a non-equilibrium geometry. The level of theory is ωB97M-V/def2-TZVPD.

```
87
Properties=species:S:1:pos:R:3
Re 8.697 -18.944 2.246
Br 9.370 -16.900 3.509
O 6.983 -17.839 1.951
O 8.156 -20.651 1.357
N 7.719 -19.693 3.952
N 7.900 -15.210 -2.752
N 9.694 -18.264 0.430
N 7.303 -22.341 0.157
C 8.088 -23.851 4.384
C 10.870 -18.702 -0.037
C 6.842 -23.284 4.424
C 4.591 -13.427 5.756
C 11.665 -19.008 3.170
C 12.582 -20.401 4.872
C 7.397 -14.843 3.938
C 7.821 -21.147 4.099
C 8.992 -17.330 -0.278
C 10.741 -17.208 -1.874
C 10.323 -20.763 4.066
C 10.454 -19.696 3.170
C 6.658 -21.903 4.235
C 5.304 -16.264 2.675
C 9.113 -21.632 4.114
C 6.697 -16.717 2.624
C 4.935 -12.180 3.597
C 6.802 -12.311 5.302
C 5.061 -15.115 3.439
C 2.764 -16.457 2.460
C 4.263 -17.327 0.582
C 11.378 -18.231 -1.247
C 6.302 -22.923 -0.715
C 9.227 -22.997 4.273
C 8.139 -23.344 0.810
C 8.721 -15.844 -2.226
C 7.261 -21.102 0.526
C 5.650 -13.027 4.651
C 6.080 -14.348 4.003
C 7.657 -16.023 3.280
C 4.162 -17.121 2.125
C 12.736 -19.358 3.991
C 11.395 -21.132 4.890
C 9.517 -16.718 -1.428
C 4.235 -18.553 2.758
C 6.246 -20.126 -0.016
H 5.674 -23.610 -0.192
H 10.201 -23.415 4.391
H 12.300 -18.624 -1.567
H 3.430 -19.241 2.371
H 6.753 -19.421 3.846
H 7.293 -12.849 6.140
H 11.771 -18.133 2.527
H 4.043 -14.805 3.659
H 3.672 -13.890 5.347
H 5.298 -17.510 0.295
H 11.120 -16.791 -2.781
H 5.662 -22.203 -1.222
H 11.253 -21.922 5.592
H 7.618 -12.081 4.587
H 1.955 -16.910 1.897
H 6.141 -20.344 -1.056
H 5.016 -14.043 6.537
H 9.000 -22.925 1.303
H 13.661 -18.815 3.880
H 3.983 -12.610 3.288
H 13.361 -20.596 5.605
H 8.093 -19.275 4.822
H 3.571 -18.085 0.248
H 6.487 -11.368 5.679
H 4.097 -18.406 3.843
H 8.476 -24.081 0.087
H 4.304 -12.501 6.217
H 2.820 -15.424 2.145
H 4.741 -11.204 4.050
H 11.367 -19.476 0.499
H 7.570 -23.908 1.573
H 3.893 -16.407 0.102
H 8.159 -14.292 4.440
H 8.164 -24.908 4.483
H 2.596 -16.599 3.537
H 5.681 -21.480 4.225
H 5.214 -19.037 2.593
H 8.047 -17.043 0.137
H 5.289 -20.335 0.443
H 5.972 -23.932 4.585
H 6.641 -19.128 0.186
H 6.794 -23.470 -1.517
H 5.586 -12.039 2.700
```

Summary:
net charge = +2
LUMO level (alpha / beta) = -0.208 / -0.261 hartree
orbital gap (alpha / beta) = 7.49 / 6.17 eV
2S+1 = 4
E_HOMO (alpha / beta) = -13.16 / -13.26 eV

Atomic charges from the Mulliken analysis, expressed in e, are listed below: 2.16, -0.10, -0.32, -0.51, -0.14, -0.39, -0.12, 0.00, -1.26, -0.08, -0.51, -1.55, -0.28, -0.93, -0.27, 0.98, 0.10, -0.24, 0.05, 0.51, -1.06, -1.30, 0.83, -0.45, -1.44, -2.11, -0.31, -2.18, -1.45, -1.13, -1.11, -0.65, -1.01, -0.27, 1.07, 1.85, -0.40, 1.04, 2.06, -1.01, -0.80, -0.23, -0.66, -0.69, 0.40, 0.68, 0.50, 0.44, -0.09, 0.37, 0.35, 0.32, 0.34, -0.07, 0.53, 0.40, 0.60, 0.41, 0.42, 0.73, 0.34, 0.22, 0.48, 0.33, 0.39, 0.56, 0.47, 0.45, 0.27, 0.44, 0.51, 0.56, 0.45, 0.65, 0.34, 0.49, 0.63, 0.51, 0.37, 0.60, -0.53, 0.69, 0.48, 0.40, -0.81, 0.36, 0.32


2.
This record from the OMol25 dataset describes 2 unconnected molecules or ions with the total composition C5H10O2 in a non-equilibrium geometry. The level of theory is ωB97M-V/def2-TZVPD.

```
17
Properties=species:S:1:pos:R:3
O 3.085 -3.279 -0.092
O -0.111 1.990 0.691
C -1.224 0.026 1.264
C -0.635 0.830 0.127
C -2.597 -0.356 1.166
C -0.395 0.537 -1.157
C 0.648 1.223 -1.878
H 1.583 0.505 -2.195
H 0.292 1.553 -2.956
H 2.530 -4.024 -0.035
H -3.154 -0.835 2.102
H 3.909 -3.694 0.205
H 0.262 1.749 1.564
H -0.628 -0.189 2.077
H 0.931 2.190 -1.438
H -1.037 -0.155 -1.639
H -3.257 -0.345 0.389
```

Summary:
LUMO level = 0.029 hartree
SMILES string = C=C/C(O)=C/C.O
orbital gap = 9.02 eV
2S+1 = 1
E_HOMO = -8.22 eV

Atomic charges from the Mulliken analysis, expressed in e, are listed below: -0.62, -0.50, -0.41, 0.54, -0.76, -0.25, -0.96, 0.20, 0.25, 0.31, 0.18, 0.32, 0.31, 0.39, 0.30, 0.39, 0.33


3.
This record from the OMol25 dataset describes 2 unconnected molecules or ions with the total composition C36H53FN4O2P in a non-equilibrium geometry. The level of theory is ωB97M-V/def2-TZVPD.

```
97
Properties=species:S:1:pos:R:3
P -1.235 2.107 5.169
F -0.824 -0.447 -2.052
O -1.999 -0.287 3.655
O 1.128 -0.854 0.155
N 2.365 -3.964 -4.874
N 4.191 2.988 5.293
N 2.186 3.525 -2.455
N -4.343 0.291 2.177
C 0.340 -0.104 0.678
C 2.918 2.671 -0.249
C -6.569 -0.511 2.708
C -0.909 3.371 6.477
C 1.818 -4.393 -8.223
C 3.268 3.802 5.014
C 1.917 -1.301 -3.638
C 1.667 -5.022 -5.708
C -2.979 -0.258 -1.225
C -1.121 -0.083 0.308
C 2.969 1.396 0.637
C -1.620 -0.255 -0.966
C -2.771 2.713 4.317
C -3.883 -0.090 -0.179
C 1.785 3.480 4.985
C 0.084 1.924 3.900
C 0.717 0.843 1.777
C -0.192 1.044 2.828
C 1.348 2.547 3.862
C 2.233 2.335 2.817
C 1.887 -2.564 -2.815
C 2.849 2.396 -1.755
C 1.489 -3.764 -3.645
C 2.245 -5.329 -7.087
C -3.424 0.093 1.131
C -2.041 0.096 1.349
C -1.459 0.251 2.724
C -5.079 -0.671 2.598
C -5.351 -0.134 -0.518
C -2.178 3.747 7.273
C 1.944 1.501 1.740
C 3.701 -4.475 -4.452
C 2.886 -1.477 -4.796
C 2.508 -2.674 -5.656
C -4.516 -1.988 3.066
C -2.715 4.238 4.000
H -2.920 2.951 7.317
H 1.233 4.419 4.974
H 0.910 -1.092 -4.015
H -3.757 -2.397 2.401
H -4.066 -1.825 4.044
H -6.933 -1.045 3.590
H 2.916 0.473 0.073
H 4.178 -3.744 -3.807
H 3.547 4.828 4.767
H -2.595 4.659 6.854
H 1.692 -5.923 -5.094
H 2.396 -3.471 -8.254
H -0.195 2.954 7.185
H 1.972 -4.884 -9.183
H 1.551 -2.500 -6.147
H 3.859 2.335 -2.164
H -0.466 4.288 6.091
H 1.565 2.979 5.929
H -1.861 3.995 8.285
H -3.360 -0.414 -2.224
H -3.187 4.840 4.771
H 2.889 -0.586 -5.425
H 1.334 3.210 -2.898
H 3.332 -5.419 -7.061
H 3.906 -1.587 -4.418
H -2.914 2.215 3.364
H -3.265 4.444 3.078
H 1.173 -2.441 -1.999
H 3.785 2.073 5.512
H -5.498 0.072 -1.575
H 0.761 -4.132 -8.148
H 3.558 -5.408 -3.913
H 0.628 -4.711 -5.804
H -5.331 -2.707 3.161
H 0.470 -3.634 -4.011
H -7.000 -1.007 1.838
H 3.832 3.243 -0.074
H 2.109 3.348 0.020
H 3.942 1.395 1.133
H 3.189 2.839 2.781
H -5.949 0.492 0.137
H 1.871 -6.322 -7.345
H 3.280 -2.844 -6.403
H -3.589 2.548 5.012
H 2.862 -2.732 -2.349
H 1.535 -4.683 -3.063
H 2.209 -0.451 -3.024
H -1.689 4.549 3.799
H 2.784 3.890 -3.182
H -5.693 -1.163 -0.360
H 4.313 -4.636 -5.333
H -6.863 0.531 2.797
H 2.310 1.475 -1.987
```

Summary:
net charge = +1
LUMO level = -0.080 hartree
orbital gap = 6.58 eV
2S+1 = 1
E_HOMO = -8.75 eV

Atomic charges from the Mulliken analysis, expressed in e, are listed below: -0.07, -0.25, -0.42, -0.64, 0.18, -0.60, -0.69, -0.26, 0.12, -0.83, -1.54, -0.23, -1.19, -0.60, 0.15, -0.58, -1.30, 0.22, -1.26, 0.18, 0.19, 1.96, -0.67, 0.90, 0.12, -0.53, 1.17, -0.56, -0.30, 0.34, -1.00, -0.38, -0.98, 1.34, -1.48, 0.88, -1.80, -1.37, -0.10, -0.99, -0.99, -0.67, -1.26, -1.29, 0.30, 0.20, 0.30, 0.30, 0.25, 0.50, 0.63, 0.44, 0.43, 0.28, 0.45, 0.29, 0.59, 0.39, 0.51, 0.46, 0.23, 0.41, 0.43, 0.47, 0.33, 0.45, 0.21, 0.21, 0.33, -0.23, 0.38, 0.32, 0.31, 0.46, 0.30, 0.35, 0.42, 0.51, 0.36, 0.31, 0.32, 0.39, 0.64, 0.56, 0.37, 0.40, 0.43, 0.54, 0.28, 0.47, -0.33, 0.25, 0.25, 0.30, 0.37, 0.35, -0.44


4.
This record from the OMol25 dataset describes 11 unconnected molecules or ions with the total composition C23H72N18O11 in a non-equilibrium geometry. The level of theory is ωB97M-V/def2-TZVPD.

```
124
Properties=species:S:1:pos:R:3
O -4.580 0.986 -1.351
O 1.362 -0.381 0.472
O 3.445 -3.621 4.107
O -4.383 -4.631 1.512
O 3.672 2.566 -1.426
O 0.993 -2.301 -4.166
O 5.434 -0.433 -2.428
O 0.487 1.168 3.804
O 0.180 2.513 -4.560
O -1.427 3.307 1.496
O -4.935 0.863 2.364
N 0.089 3.761 3.114
N -1.025 4.467 -4.468
N -2.258 -1.753 -2.371
N -3.102 -0.159 3.199
N 3.853 -1.779 -3.268
N -3.612 2.132 0.335
N -0.841 3.142 -2.638
N -5.169 -0.778 3.916
N 1.097 1.860 0.422
N -0.879 5.482 2.012
N 2.290 0.443 5.013
N 1.949 5.329 -3.345
N -3.533 -1.292 0.290
N -0.745 0.526 0.557
N 2.256 -3.072 0.600
N 2.307 0.181 2.781
N 3.299 -0.315 -1.633
N -4.007 3.140 -1.708
C 3.206 -3.298 1.665
C -3.908 -5.537 2.488
C -4.439 -0.016 3.072
C 2.590 4.672 -2.203
C 4.264 -2.195 1.576
C 5.013 2.982 -1.293
C 2.938 -3.913 5.395
C 1.715 4.920 -0.954
C -0.804 4.126 2.192
C 2.540 -3.465 3.048
C -0.488 3.318 -3.927
C 1.583 0.605 3.852
C -5.043 -2.937 -0.687
C 0.586 0.582 0.451
C -0.403 -2.080 -3.947
C 4.286 -0.902 -2.331
C -3.504 -3.553 1.287
C -0.823 -2.035 -2.463
C 2.965 3.204 -2.475
C 1.236 -2.893 -5.428
C -4.373 -2.479 0.615
C -0.791 -3.463 -1.867
C -4.026 2.011 -0.940
H -2.413 -0.757 -2.506
H -0.940 -2.930 -4.384
H -4.300 3.165 -2.665
H 2.872 -1.981 -3.370
H 3.852 -1.193 1.697
H 3.586 5.118 -2.109
H -3.897 1.456 1.042
H 3.384 0.629 -1.302
H 1.942 5.918 -0.571
H -3.137 2.987 0.584
H -3.378 -0.774 1.159
H 3.561 3.201 -3.393
H -6.095 -0.480 4.166
H 4.566 -1.915 -3.963
H 3.684 -4.257 1.439
H 1.717 0.622 5.824
H 1.469 -3.706 0.600
H -0.540 4.619 -5.341
H 2.299 -3.130 -5.492
H 0.869 -2.283 -6.253
H -2.514 0.558 2.803
H -5.232 -2.130 -1.389
H 5.149 4.044 -1.063
H -0.193 6.035 2.482
H 2.430 -2.998 5.724
H -4.104 -0.590 -0.196
H -1.548 5.825 1.347
H 5.524 2.522 -0.448
H -2.992 -3.168 2.178
H 5.114 -2.332 2.246
H 2.054 2.612 -2.583
H 2.076 4.750 -4.171
H 0.953 5.348 -3.181
H -6.030 -3.318 -0.408
H -0.470 2.351 -2.140
H -3.793 -5.016 3.447
H 0.169 -3.926 -2.155
H 0.251 2.763 3.314
H 2.411 -0.779 -1.532
H -4.705 -1.370 4.582
H 0.822 -3.907 -5.437
H 1.975 2.064 -0.031
H 1.985 0.376 1.843
H 0.476 2.653 0.453
H -1.188 -0.372 0.684
H 2.006 4.254 -0.136
H -4.528 -3.818 -1.070
H -2.664 -3.737 0.604
H 1.874 -2.626 3.295
H -0.800 -1.247 -4.535
H 3.140 -0.363 2.896
H -3.623 3.975 -1.304
H -1.167 1.422 0.761
H 2.219 -4.734 5.341
H -0.616 -3.558 -0.794
H -1.466 -4.207 -2.286
H 4.698 -2.242 0.577
H -1.494 3.744 -2.177
H -2.915 -5.821 2.123
H 3.033 -0.227 4.975
H 3.800 -4.136 6.017
H 1.922 -4.365 2.920
H 5.555 2.724 -2.205
H -0.134 -1.383 -1.918
H -1.366 5.136 -3.806
H 0.635 4.834 -1.054
H 0.653 4.473 3.532
H -4.591 -6.368 2.644
H 1.947 -2.101 0.648
H -5.112 -2.122 1.338
H -2.635 -1.987 -1.453
H -2.634 -0.835 3.775
```

Summary:
LUMO level = -0.005 hartree
SMILES string = COC[C@H](C)N.COC[C@H](C)N.COC[C@H](C)N.COC[C@H](C)N.NC(N)=O.NC(N)=O.NC(N)=O.NC(N)=O.NC(N)=O.NC(N)=O.NC(N)=O
orbital gap = 8.22 eV
2S+1 = 1
E_HOMO = -8.35 eV

Here are the Mulliken charges for atoms 1 to 99, given in e: -0.77, -0.34, -0.33, -0.36, -0.24, -0.29, -0.76, -0.79, -0.64, -0.47, -0.79, -0.23, -0.45, -0.66, -0.23, -0.28, 0.00, 0.42, -0.34, 0.80, -0.44, -0.47, -0.76, 0.51, 1.06, -0.38, 0.00, 0.57, -0.40, 0.39, -0.75, 0.76, 0.65, -1.19, -1.06, -0.72, -1.16, 0.52, -0.48, 0.32, 0.39, -1.57, -0.09, -1.17, 0.47, -0.45, 2.13, -0.96, -1.01, 0.61, -1.45, 0.59, 0.28, 0.42, 0.24, 0.32, -0.03, 0.21, 0.06, -0.05, 0.36, 0.14, -0.75, 0.70, 0.27, 0.22, 0.38, 0.29, 0.24, 0.29, 0.30, 0.32, -0.19, 0.38, 0.33, 0.14, 0.26, 0.12, 0.22, 0.29, 0.28, 0.37, 0.03, 0.32, 0.31, 0.49, -0.20, 0.26, 0.48, 0.17, -0.31, 0.19, 0.38, -0.21, 0.06, -0.33, -0.40, 0.28, 0.33